*A*
Formula: C7H9N
Source: the Open Molecules 2025 dataset
Level of theory: ωB97M-V with the def2-TZVPD basis set

Calculated values
**HOMO (alpha / beta)**: -0.249 / -0.250 Ha
**Gap between HOMO and LUMO (alpha / beta)**: 0.264 / 0.269 Eh
**Molecular weight**: 107.16 g/mol

Structure (ORCA input):
```
! wB97M-V def2-TZVPD RIJCOSX def2/J DEFGRID3
* xyz 0 1
N 1.02 0.43 -0.31
C 3.64 0.08 0.19
C -1.58 -0.16 -0.52
C -1.29 1.78 0.10
C -2.43 0.82 -0.23
C -0.41 0.61 -0.20
C 2.32 0.43 -0.51
C -1.62 -1.59 -0.65
H -1.24 2.03 1.15
H -3.57 0.84 -0.07
H -1.01 -1.90 -1.46
H 3.64 -0.14 1.36
H 4.20 0.96 -0.02
H -1.16 -2.08 0.14
H -2.67 -1.91 -0.64
H -1.28 2.66 -0.60
H 3.93 -0.88 -0.14
*
```

=====

*B*
Formula: C7H9N
Source: the Open Molecules 2025 dataset
Level of theory: ωB97M-V with the def2-TZVPD basis set

Calculated values
**Structure (SMILES)**: CNc1ccccc1
**HOMO**: -0.296 Ha
**Gap between HOMO and LUMO**: 0.333 Eh
**Molecular weight**: 107.16 g/mol

Structure (ORCA input):
```
! wB97M-V def2-TZVPD RIJCOSX def2/J DEFGRID3
* xyz 0 1
N -0.86 -1.02 1.38
C 0.66 0.78 0.89
C 0.39 0.51 -1.81
C 1.31 1.43 -1.23
C -0.17 -0.21 0.51
C 1.35 1.61 0.09
C -1.87 -1.98 0.85
C -0.31 -0.36 -0.97
H -1.42 -2.79 0.02
H -2.48 -1.47 0.24
H 2.07 2.23 0.51
H -0.16 -1.39 1.98
H 1.97 1.98 -2.00
H -0.89 -1.13 -1.16
H 0.68 0.94 2.09
H -2.12 -2.46 1.64
H 0.16 0.54 -2.89
*
```

=====

*C*
Formula: C7H9N
Source: the Open Molecules 2025 dataset
Level of theory: ωB97M-V with the def2-TZVPD basis set

Calculated values
**Structure (SMILES)**: c1ccncc1.C=C
**HOMO**: -0.349 Ha
**Gap between HOMO and LUMO**: 0.383 Eh
**Molecular weight**: 107.16 g/mol

Structure (ORCA input):
```
! wB97M-V def2-TZVPD RIJCOSX def2/J DEFGRID3
* xyz 0 1
N -1.97 -0.56 -1.26
C -2.16 0.75 -1.01
C -1.93 1.27 0.25
C 3.32 0.71 -0.24
C 3.30 -0.58 -0.03
C -1.61 -1.34 -0.38
C -1.43 -0.94 0.87
C -1.61 0.37 1.23
H 2.45 1.40 -0.20
H 2.52 -1.27 0.38
H -1.46 -1.74 1.74
H -2.03 2.42 0.27
H 4.16 -1.13 -0.50
H -2.43 1.11 -2.07
H 4.09 1.22 -0.56
H -1.83 0.62 2.30
H -1.37 -2.31 -0.81
*
```

=====

*D*
Formula: C7H9N
Source: the Open Molecules 2025 dataset
Level of theory: ωB97M-V with the def2-TZVPD basis set

Calculated values
**Structure (SMILES)**: C1[C@H]2[C@H]3C[C@H]4[C@@H]1N4[C@H]32
**HOMO**: -0.336 Ha
**Gap between HOMO and LUMO**: 0.376 Eh
**Molecular weight**: 107.16 g/mol

Structure (ORCA input):
```
! wB97M-V def2-TZVPD RIJCOSX def2/J DEFGRID3
* xyz 0 1
N -0.74 -0.02 1.15
C 0.84 -0.01 1.08
C -1.21 -0.77 0.06
C 1.16 -0.71 -0.14
C -0.07 1.39 -0.74
C -0.06 -1.32 -0.87
C -1.22 0.68 -0.04
C 1.27 0.71 -0.19
H -0.10 1.30 -1.82
H 0.04 -2.43 -0.99
H 2.29 1.20 -0.24
H -0.28 -0.83 -1.85
H -2.05 1.43 0.15
H -0.28 2.37 -0.38
H -2.10 -1.25 0.14
H 2.04 -1.32 0.01
H 1.43 -0.13 1.92
*
```

=====

The most stable of them is *B*.